[1]
C24H13BrClCoIN4O2 as an isolated structure at a distorted geometry, computed with wB97M-V/def2-TZVPD.

Positions of all 47 atoms, in Å:
1 Co 0.623 1.197 4.059
2 Br -0.825 3.841 -5.826
3 C -0.524 2.081 -5.251
4 C -1.664 1.453 -4.760
5 C -1.535 0.333 -3.985
6 C -0.268 -0.080 -3.625
7 C 0.849 0.364 -4.367
8 C 0.731 1.503 -5.163
9 N -0.015 -0.816 -2.448
10 N -0.995 -0.670 -1.617
11 C -0.515 -0.469 -0.255
12 C -2.207 -0.793 1.159
13 C -2.346 -0.229 2.546
14 C -1.580 0.975 2.660
15 O -1.244 1.553 3.791
16 C 0.420 1.175 1.193
17 N 1.162 2.436 1.276
18 C 2.218 2.553 0.513
19 C 2.565 1.686 -0.551
20 C 1.822 0.551 -0.796
21 C 0.685 0.369 -0.056
22 H -2.703 1.768 -5.056
23 H -2.401 -0.161 -3.488
24 H 1.847 -0.029 -4.177
25 H 1.581 2.038 -5.578
26 H -3.083 -1.348 0.747
27 H -2.845 -0.741 3.311
28 H 2.859 3.351 0.805
29 H 3.471 1.910 -1.177
30 H 2.151 -0.215 -1.507
31 Cl -0.412 -4.548 1.157
32 C 0.342 -3.236 2.038
33 C 1.082 -3.684 3.123
34 C 1.471 -2.759 4.110
35 I 2.577 -3.385 5.790
36 C 1.193 -1.396 3.863
37 O 1.370 -0.466 4.801
38 C 0.696 -0.967 2.574
39 N 0.943 0.362 2.403
40 C -1.128 1.428 1.272
41 C -1.796 0.446 0.285
42 C -0.926 -1.557 0.719
43 C 0.074 -1.895 1.733
44 H 1.304 -4.738 3.208
45 H -1.391 2.421 0.991
46 H -2.508 0.843 -0.525
47 H -1.122 -2.456 0.081

Results
HOMO level (spin up / spin down)	-7.73 / -7.88	eV
orbital gap (spin up / spin down)	6.775 / 5.666	eV
spin multiplicity	4
charge	0

***

[2]
C24H14F3N3O8Pt as an isolated structure, computed with wB97M-V/def2-TZVPD.

Positions of all 53 atoms, in Å:
1 Pt -0.142 -0.006 0.076
2 O 6.393 2.300 0.205
3 C 6.103 1.098 0.066
4 O 6.839 0.099 -0.063
5 C 4.582 0.787 0.051
6 C 4.126 -0.519 -0.084
7 C 2.770 -0.789 -0.091
8 N 1.870 0.193 0.039
9 C 2.291 1.459 0.187
10 C 3.630 1.792 0.186
11 C 1.181 2.460 0.428
12 O 1.426 3.646 0.538
13 O -0.007 1.938 0.535
14 H 4.851 -1.314 -0.180
15 H 2.370 -1.785 -0.208
16 H 3.927 2.823 0.303
17 O -2.534 1.633 -1.459
18 C -2.923 0.905 -0.578
19 N -4.251 0.805 -0.177
20 C -4.469 -0.364 0.632
21 C -2.983 -0.725 0.966
22 O -2.668 -1.565 1.787
23 N -2.171 0.036 0.205
24 C -5.284 -0.074 1.890
25 C -5.334 -0.985 2.944
26 C -6.088 -0.714 4.075
27 C -6.820 0.463 4.170
28 C -6.775 1.373 3.127
29 C -6.007 1.108 2.000
30 C -5.122 -1.524 -0.136
31 C -4.904 -2.846 0.242
32 C -5.494 -3.888 -0.457
33 C -6.324 -3.629 -1.537
34 C -6.559 -2.315 -1.911
35 C -5.958 -1.274 -1.218
36 H -4.951 1.198 -0.779
37 H -4.746 -1.889 2.892
38 H -6.096 -1.424 4.892
39 H -7.409 0.672 5.055
40 H -7.331 2.301 3.190
41 H -5.956 1.841 1.207
42 H -4.227 -3.056 1.059
43 H -5.283 -4.909 -0.165
44 H -6.769 -4.444 -2.094
45 H -7.207 -2.096 -2.751
46 H -6.145 -0.259 -1.546
47 F -0.804 -2.088 -3.155
48 C -1.396 -2.745 -2.134
49 F -1.915 -3.872 -2.649
50 F -2.432 -1.995 -1.731
51 C -0.360 -3.037 -1.006
52 O -0.022 -4.198 -0.872
53 O 0.115 -2.025 -0.406

Results
HOMO level	-3.45	eV
orbital gap	7.466	eV
spin multiplicity	1
charge	-2

***

[3]
C24H15Br2CoN4O3S2 as an isolated structure, computed with wB97M-V/def2-TZVPD.

Positions of all 51 atoms, in Å:
1 Co -0.275 -0.079 -0.813
2 Br 5.542 -2.906 -0.663
3 C 3.820 -2.210 -0.739
4 C 3.129 -2.174 -1.945
5 C 1.860 -1.632 -1.964
6 N 1.285 -1.163 -0.856
7 C 1.944 -1.202 0.319
8 C 3.216 -1.718 0.416
9 C 1.148 -0.647 1.425
10 C 1.479 -0.676 2.760
11 C 0.579 -0.150 3.684
12 Br 0.995 -0.162 5.495
13 C -0.633 0.372 3.245
14 C -0.904 0.370 1.894
15 N -0.027 -0.126 1.018
16 H 3.571 -2.550 -2.856
17 H 1.288 -1.569 -2.881
18 H 3.743 -1.732 1.359
19 H 2.417 -1.099 3.089
20 H -1.353 0.777 3.941
21 H -1.824 0.769 1.488
22 S -3.717 -2.406 -2.249
23 C -2.440 -1.304 -2.128
24 N -1.585 -1.514 -1.158
25 C -1.944 -2.633 -0.400
26 C -1.251 -3.176 0.685
27 C -1.766 -4.301 1.289
28 C -2.949 -4.899 0.831
29 C -3.630 -4.387 -0.250
30 C -3.110 -3.247 -0.862
31 H -2.364 -0.467 -2.810
32 H -0.326 -2.741 1.033
33 H -1.246 -4.741 2.129
34 H -3.325 -5.782 1.329
35 H -4.534 -4.856 -0.615
36 O 2.173 2.207 0.657
37 S 1.861 2.527 -0.703
38 O 2.864 2.476 -1.706
39 N 0.567 1.536 -1.146
40 C -0.610 2.185 -1.033
41 O -1.590 1.384 -0.927
42 C -0.493 3.633 -0.986
43 C -1.472 4.610 -1.084
44 C -1.065 5.936 -1.028
45 C 0.278 6.268 -0.874
46 C 1.266 5.288 -0.769
47 C 0.851 3.980 -0.824
48 H -2.513 4.345 -1.215
49 H -1.800 6.725 -1.111
50 H 0.564 7.310 -0.837
51 H 2.308 5.551 -0.651

Results
HOMO level	-14.71	eV
orbital gap	6.727	eV
spin multiplicity	1
charge	+2

***

[4]
C24H15Br2N8O6Rb as an isolated structure, computed with wB97M-V/def2-TZVPD.

Positions of all 56 atoms, in Å:
1 Rb 0.184 -0.297 -0.105
2 O 3.112 -2.714 5.740
3 C 2.647 -2.307 4.684
4 C 1.532 -1.337 4.521
5 O 0.904 -0.775 5.428
6 C 1.326 -1.167 3.092
7 C 2.381 -1.834 2.357
8 O 2.616 -1.691 1.142
9 C 3.108 -2.698 3.315
10 O 3.953 -3.545 3.052
11 O 0.390 -0.506 2.543
12 Br -0.734 0.301 -5.770
13 C 0.055 -1.274 -5.030
14 C 0.355 -2.329 -5.879
15 C 0.907 -3.475 -5.366
16 Br 1.303 -4.907 -6.586
17 C 1.187 -3.609 -3.989
18 C 1.774 -4.744 -3.389
19 C 2.039 -4.746 -2.046
20 C 1.702 -3.617 -1.280
21 N 1.126 -2.562 -1.805
22 C 0.873 -2.520 -3.126
23 C 0.273 -1.273 -3.626
24 O 0.002 -0.307 -2.878
25 H 0.155 -2.245 -6.938
26 H 2.016 -5.599 -4.007
27 H 2.508 -5.596 -1.570
28 H 1.936 -3.564 -0.222
29 N -0.134 1.902 3.664
30 C -0.885 2.787 3.032
31 N -1.334 3.861 3.728
32 C -2.127 4.666 3.048
33 N -2.631 5.753 3.721
34 N -2.503 4.531 1.774
35 C -1.985 3.452 1.171
36 N -1.175 2.577 1.724
37 C -2.368 3.241 -0.252
38 C -3.138 4.187 -0.925
39 C -3.485 3.948 -2.244
40 C -3.056 2.779 -2.853
41 C -2.291 1.893 -2.104
42 N -1.958 2.114 -0.838
43 H -0.036 2.002 4.660
44 H 0.007 0.944 3.261
45 H -2.141 5.999 4.563
46 H -2.955 6.507 3.140
47 H -3.445 5.081 -0.402
48 H -4.079 4.668 -2.795
49 H -3.294 2.557 -3.884
50 H -1.897 0.981 -2.546
51 C -4.308 -2.474 1.681
52 C -3.361 -2.187 0.616
53 N -2.599 -1.945 -0.206
54 H -5.147 -3.046 1.287
55 H -4.673 -1.541 2.107
56 H -3.813 -3.049 2.461

Results
HOMO level	-1.02	eV
orbital gap	4.646	eV
spin multiplicity	1
charge	-2